(1)
The following is a DFT calculation (ωB97M-V with the def2-TZVPD basis set) of C6H9NO in the gas phase in a non-equilibrium geometry.

## Properties
SMILES   C=C[C@]1(C)NCC1=O
Electronic energy   -363.9120 a.u.
2S+1   1
HOMO level   -9.25 eV

Cartesian coordinates (Å):
C -2.3636 -0.8754 -0.3213
C -1.0641 -0.6762 -0.5995
C -0.0424 0.2070 0.0131
C -0.3743 1.3548 1.0469
N 0.9171 0.4759 -1.1307
C 2.1217 -0.2711 -0.4370
C 1.0752 -0.8053 0.5077
O 1.0137 -1.8215 1.0520
H -2.8545 -0.1647 0.4991
H -3.0963 -1.5804 -0.6883
H -0.5075 -1.3325 -1.4114
H -1.2692 0.9867 1.5535
H -0.5248 2.3151 0.5983
H 0.4655 1.3952 1.7950
H 1.0938 1.4717 -1.1004
H 2.9415 0.4119 -0.2753
H 2.4684 -1.0913 -1.1020

(2)
The following is a DFT calculation (ωB97M-V with the def2-TZVPD basis set) of 2 unconnected molecules or ions with the total composition C3H13N3O in a non-equilibrium geometry.

## Properties
SMILES   NCCNCN.O
Electronic energy   -361.4800 a.u.
2S+1   1
HOMO level   -8.14 eV

Cartesian coordinates (Å):
N 2.7104 -1.0257 -1.0897
C 3.0516 0.4381 -0.6961
C 1.8393 0.8541 0.2267
N 0.6143 0.3907 -0.3531
C -0.4970 0.5937 0.4893
N -1.6888 0.5716 -0.3405
H 2.6982 -1.5145 -0.2054
H 3.6541 -1.4636 -1.3169
H 3.0498 1.0332 -1.7370
H 4.1531 0.4160 -0.4393
H 1.9786 0.2442 1.2872
H 2.1570 1.9075 0.3970
H 0.9880 0.1947 -1.3065
H -0.4954 1.6395 0.9316
H -0.5227 -0.1254 1.3438
H -1.3505 1.1161 -1.1966
H -1.8464 -0.5013 -0.5762
O -6.6795 -1.1820 1.5152
H -7.1322 -1.7940 0.8216
H -6.6818 -1.7927 2.2450

(3)
The following is a DFT calculation (ωB97M-V with the def2-TZVPD basis set) of 2 unconnected molecules or ions with the total composition C3H10N2 in a non-equilibrium geometry.

## Properties
SMILES   C=N.CCN
Electronic energy   -229.7382 a.u.
2S+1   1
HOMO level   -9.30 eV

Cartesian coordinates (Å):
C 0.3314 3.8726 -2.1341
N -0.3223 4.3857 -1.1627
H -0.2272 3.6015 -3.0816
H 1.3439 3.4993 -2.0973
H 0.4391 4.7671 -0.5744
C 0.6873 -1.5472 1.5300
C -0.6969 -1.6793 0.7685
N -0.5116 -2.9192 0.0000
H 0.5125 -1.1615 2.5648
H 1.4393 -0.9004 1.0532
H 0.9799 -2.5761 1.6653
H -0.7132 -0.8429 0.0751
H -1.4480 -1.6353 1.5547
H -1.1015 -3.1733 -0.7903
H -0.7128 -3.6908 0.6288

(4)
The following is a DFT calculation (ωB97M-V with the def2-TZVPD basis set) of 12 unconnected molecules or ions with the total composition C48H132N12O12 in a non-equilibrium geometry.

## Properties
SMILES   COC[C@H](C)N.COC[C@H](C)N.COC[C@H](C)N.COC[C@H](C)N.COC[C@H](C)N.COC[C@H](C)N.COC[C@H](C)N.COC[C@H](C)N.COC[C@H](C)N.COC[C@H](C)N.COC[C@H](C)N.COC[C@H](C)N
Electronic energy   -3467.6157 a.u.
2S+1   1
HOMO level   -8.72 eV

Cartesian coordinates (Å):
C 4.8453 3.0782 0.9732
O 3.7750 2.3001 0.4438
C 2.6041 2.5024 1.2200
C 1.3554 2.0699 0.4449
C 1.1275 2.8312 -0.8846
N 0.1407 2.2145 1.2538
H 5.1352 2.6637 1.9048
H 4.5958 4.1768 0.9375
H 5.6760 2.8824 0.3269
H 2.6564 2.0197 2.1794
H 2.4145 3.5460 1.5279
H 1.4595 0.9556 0.2373
H 1.9477 2.7735 -1.5539
H 1.0481 3.9039 -0.5704
H 0.1868 2.5792 -1.3760
H -0.0015 3.2098 1.2036
H 0.3754 1.9365 2.1982
C 4.4102 0.4857 -2.5477
O 5.2662 -0.5803 -2.4138
C 4.6760 -1.8197 -2.8287
C 5.6711 -2.9215 -3.1285
C 6.7448 -2.5116 -4.0940
N 4.8380 -4.0323 -3.5640
H 4.1229 0.6890 -3.5717
H 4.8925 1.4055 -2.2118
H 3.5241 0.4543 -1.9165
H 3.9971 -2.1407 -2.0559
H 3.9517 -1.6018 -3.6984
H 6.2314 -3.1749 -2.1928
H 7.5015 -3.2631 -4.2080
H 7.2190 -1.5747 -3.6396
H 6.3901 -2.2344 -5.0286
H 5.5170 -4.7702 -3.5584
H 4.4972 -3.8081 -4.4958
C -1.0469 5.3200 -2.4182
O -0.9552 6.0010 -1.1519
C -1.7956 5.2704 -0.2454
C -1.6355 5.7331 1.1928
C -2.3537 7.0809 1.4147
N -0.2166 5.6534 1.5196
H -0.7354 6.0364 -3.1551
H -2.0718 5.1421 -2.6430
H -0.4681 4.3572 -2.4169
H -2.8193 5.3928 -0.5461
H -1.5520 4.2264 -0.3003
H -2.1775 4.9485 1.7711
H -2.3148 7.4333 2.4658
H -3.3143 7.1928 1.0634
H -1.8263 7.8066 0.8096
H 0.0206 5.8216 2.4788
H 0.2458 6.3545 0.9029
C 2.0246 -1.4761 -6.4054
O 3.4199 -1.6921 -6.4035
C 3.9856 -1.6403 -7.6699
C 5.4123 -2.2901 -7.6467
C 6.0713 -2.4304 -9.0009
N 5.2109 -3.6341 -7.0749
H 1.7574 -0.4608 -6.6179
H 1.6358 -1.7696 -5.3962
H 1.5691 -2.1876 -7.1115
H 3.3054 -2.0793 -8.4257
H 4.0782 -0.5928 -8.0942
H 6.0242 -1.7624 -6.9603
H 6.4893 -1.5755 -9.4242
H 5.4352 -2.8828 -9.7452
H 6.9592 -3.1317 -8.8507
H 6.1589 -4.0836 -6.9794
H 4.7951 -4.3515 -7.7057
C 0.8088 -1.5225 2.3896
O 1.5340 -2.1183 3.4209
C 0.7714 -2.5593 4.5642
C -0.4911 -3.3204 4.1253
C -1.2798 -3.7289 5.2987
N -0.0397 -4.4987 3.3554
H 1.4972 -1.2468 1.6221
H 0.2282 -0.5987 2.6921
H 0.0893 -2.1264 1.8919
H 1.4524 -3.1973 5.1100
H 0.4768 -1.7819 5.2352
H -1.1711 -2.6244 3.6517
H -1.4984 -2.8319 5.8837
H -0.7246 -4.3513 6.0056
H -2.1827 -4.3338 4.9937
H 0.3905 -4.2503 2.4494
H -0.9279 -4.9819 3.0628
C -0.7386 0.8738 -4.3574
O -1.9861 1.2131 -3.8478
C -2.9963 1.4345 -4.9277
C -4.3418 1.5401 -4.3542
C -4.5956 2.7958 -3.3857
N -4.7306 0.2739 -3.7531
H -0.4526 1.7359 -5.0453
H -0.6880 -0.1177 -4.7656
H 0.0875 0.9552 -3.5995
H -2.6871 2.3915 -5.4396
H -2.9628 0.6184 -5.6426
H -5.0341 1.6313 -5.1814
H -5.6893 2.8449 -3.1012
H -4.3425 3.7299 -3.8430
H -4.1003 2.7604 -2.4317
H -5.6847 0.4831 -3.4749
H -4.1148 -0.0400 -3.0377
C 0.9363 -1.9816 -2.5059
O -0.3644 -1.6495 -2.8228
C -1.4234 -2.1040 -2.0643
C -1.4944 -1.3834 -0.6999
C -2.3045 -2.2290 0.2474
N -2.1755 -0.0794 -0.8460
H 1.3120 -2.8274 -3.0641
H 1.1872 -2.1049 -1.4456
H 1.5142 -1.1138 -2.7907
H -2.3246 -1.9700 -2.6517
H -1.3230 -3.1788 -1.8448
H -0.4980 -1.3112 -0.3365
H -3.3178 -2.4817 -0.1195
H -2.4948 -1.7281 1.2044
H -1.7133 -3.0299 0.5469
H -2.0402 0.4544 -0.0069
H -1.8128 0.5054 -1.6753
C 1.5719 0.8608 5.2841
O 1.5755 2.2338 4.9480
C 0.9856 2.9523 6.0300
C 0.5549 4.3663 5.5727
C 0.1347 5.2126 6.7397
N -0.5004 4.3426 4.5389
H 2.2335 0.6528 6.1473
H 1.8169 0.3147 4.4111
H 0.6385 0.4157 5.6126
H 0.0703 2.3827 6.3543
H 1.6885 3.0218 6.8969
H 1.3289 4.9162 5.0506
H -0.6980 4.7344 7.3131
H -0.2799 6.1076 6.3793
H 0.9359 5.4129 7.4662
H -0.0752 4.0802 3.6807
H -1.1809 3.6387 4.8326
C -3.9711 1.9118 3.1116
O -3.6047 2.6145 4.2865
C -4.4912 3.7160 4.4956
C -4.7137 3.9121 6.0192
C -5.5246 5.1385 6.3193
N -3.4058 3.9770 6.6896
H -3.4770 0.9788 3.2510
H -3.5909 2.3715 2.2270
H -5.0559 1.7188 3.0474
H -3.9560 4.6449 4.1079
H -5.4477 3.5561 3.9601
H -5.3237 3.1171 6.4835
H -6.3726 5.2440 5.6068
H -4.8593 6.0694 6.2267
H -5.9354 5.1704 7.3288
H -3.1465 4.9386 6.7392
H -2.7702 3.4364 6.1687
C -1.9677 0.2269 4.8481
O -3.2428 -0.2335 5.2325
C -3.5529 0.3710 6.4702
C -4.9605 -0.0479 6.9382
C -6.0227 0.0951 5.8221
N -5.2272 0.7716 8.1493
H -1.7979 1.3415 4.7634
H -1.7112 -0.3563 3.9591
H -1.2633 -0.1159 5.6445
H -2.8197 -0.0080 7.2125
H -3.5144 1.4809 6.2860
H -5.1162 -1.1347 7.2379
H -6.1837 1.1886 5.6171
H -6.9714 -0.3216 6.2103
H -5.8311 -0.5324 4.9748
H -6.1376 0.6847 8.5394
H -4.5511 0.5351 8.8451
C 1.5311 -4.8024 -6.2873
O 0.2401 -4.2383 -6.6254
C -0.5491 -3.9434 -5.4822
C -2.0020 -3.4011 -5.9916
C -1.8206 -1.9087 -6.0619
N -2.9677 -3.7814 -5.0565
H 2.0745 -4.1805 -5.6408
H 2.0291 -4.9430 -7.2441
H 1.4415 -5.7390 -5.6428
H -0.7411 -4.8773 -4.9170
H 0.0037 -3.1877 -4.9249
H -2.1099 -3.8799 -7.0128
H -0.8256 -1.8295 -6.6103
H -1.8357 -1.4709 -5.1075
H -2.6500 -1.4272 -6.6290
H -3.8569 -3.3659 -5.2171
H -3.1539 -4.7653 -5.0061
C 0.9401 -5.1790 -0.6468
O 1.3334 -4.1669 0.2345
C 2.7094 -3.9011 0.1096
C 3.5413 -5.0743 0.6227
C 2.9544 -5.6388 1.9746
N 4.9711 -4.6557 0.7946
H 1.3732 -4.9866 -1.6084
H -0.1877 -5.0868 -0.7394
H 1.2835 -6.1389 -0.3093
H 2.9940 -3.6820 -0.9247
H 2.9852 -3.1166 0.7635
H 3.5478 -5.8902 -0.1437
H 1.9173 -5.9582 1.8255
H 2.8313 -4.8332 2.6934
H 3.5850 -6.4551 2.3078
H 5.4110 -4.6128 -0.1083
H 5.0713 -3.8029 1.3038

(5)
The following is a DFT calculation (ωB97M-V with the def2-TZVPD basis set) of a molecular structure, C3H4N2OS in a non-equilibrium geometry.

## Properties
Electronic energy   -699.5471 a.u.
2S+1   1
HOMO level   -8.86 eV

Cartesian coordinates (Å):
C 0.1483 -0.0281 0.3980
C 0.0826 0.1667 -0.9580
C -0.9874 -0.0972 1.3467
N 1.8617 0.2192 -1.4321
N 2.5277 0.1697 -0.4501
O -0.8847 0.1970 -1.8765
S 1.8170 0.0201 1.0246
H -0.9558 -1.0526 1.9876
H -1.1488 0.6807 2.0271
H -1.8437 -0.1201 0.6124
H -0.6168 -0.1553 -2.6796

(6)
The following is a DFT calculation (ωB97M-V with the def2-TZVPD basis set) of a molecular structure, C36H37BrCsGeN2O3Te4 in a non-equilibrium geometry.

## Properties
Electronic energy   -7472.3785 a.u.
2S+1   2
HOMO level (alpha / beta)   -0.67 / -1.15 eV
Total charge   -2

Cartesian coordinates (Å):
Cs 1.0580 0.5126 0.8921
C 4.1284 2.0381 -3.9519
N 3.2909 2.4163 -2.8360
C 3.2652 3.8367 -2.5321
C 2.9572 1.5508 -1.8294
O 2.5057 1.9269 -0.7711
C 3.1036 0.0527 -2.1414
O 2.6580 -0.6925 -1.0393
C 2.6807 -2.0806 -1.3092
C 2.1409 -2.8509 -0.0993
O 1.9509 -2.2754 0.9566
N 2.0197 -4.1956 -0.2234
C 2.5911 -4.9514 -1.3159
C 1.6505 -4.9849 0.9379
H 3.8806 2.6628 -4.8116
H 3.9646 1.0039 -4.2413
H 5.1925 2.1770 -3.7272
H 2.8652 4.3816 -3.3887
H 4.2724 4.2059 -2.3131
H 2.6356 4.0059 -1.6639
H 4.1530 -0.1896 -2.3647
H 2.5103 -0.1907 -3.0355
H 3.7122 -2.3947 -1.5239
H 2.0698 -2.3020 -2.1954
H 2.6888 -4.3477 -2.2140
H 1.9327 -5.7872 -1.5588
H 3.5754 -5.3463 -1.0409
H 1.1791 -4.3460 1.6779
H 2.5331 -5.4421 1.3894
H 0.9552 -5.7639 0.6195
Te 3.5852 -0.1209 3.2302
Te 5.2515 -0.4948 5.4355
Te 5.6453 -3.3005 5.1314
Te 3.9311 -2.9253 2.9432
Br -1.3176 2.6587 0.6841
C -1.0456 4.2129 1.7652
C -2.0351 5.1506 1.7297
C -1.8850 6.3400 2.4800
C -0.7521 6.5418 3.2074
C 0.2837 5.5697 3.2387
C 1.4706 5.8133 3.9722
C 2.4602 4.8724 3.9693
C 2.2933 3.6515 3.2709
C 1.1659 3.3015 2.5471
C 0.1634 4.3374 2.5263
H -2.9205 4.9829 1.1320
H -2.6717 7.0862 2.4627
H -0.6186 7.4584 3.7746
H 1.5730 6.7455 4.5199
H 3.3798 5.0574 4.5199
H 3.1265 2.9501 3.3364
C -4.0423 2.1094 -2.8755
C -4.7180 1.5695 -1.7897
C -4.1126 0.6045 -0.9931
C -2.8150 0.1509 -1.2413
C -2.1588 0.7161 -2.3403
C -2.7548 1.6707 -3.1540
Ge -1.7426 -1.0732 -0.0235
C -3.2005 -1.5466 1.2845
C -3.8019 -2.8006 1.4069
C -4.6888 -3.0909 2.4390
C -5.0072 -2.1228 3.3802
C -4.4311 -0.8630 3.2755
C -3.5370 -0.5890 2.2493
C -1.8095 -2.7457 -1.1987
C -1.2785 -3.9412 -0.6987
C -1.1245 -5.0753 -1.4865
C -1.4794 -5.0474 -2.8292
C -2.0075 -3.8764 -3.3561
C -2.1719 -2.7544 -2.5507
H -4.5083 2.8720 -3.4892
H -5.7217 1.9077 -1.5546
H -4.6636 0.2005 -0.1506
H -1.1386 0.4074 -2.5605
H -2.2073 2.0881 -3.9927
H -3.5804 -3.5727 0.6780
H -5.1291 -4.0803 2.5080
H -5.6883 -2.3494 4.1928
H -4.6644 -0.0952 4.0048
H -3.0842 0.3972 2.1993
H -0.9726 -3.9840 0.3428
H -0.7181 -5.9848 -1.0548
H -1.3472 -5.9241 -3.4536
H -2.3001 -3.8363 -4.4006
H -2.5989 -1.8587 -2.9894

(7)
The following is a DFT calculation (ωB97M-V with the def2-TZVPD basis set) of 8 unconnected molecules or ions with the total composition C13H23Br10Cl9 in a non-equilibrium geometry.

## Properties
SMILES   ClC(Cl)Cl.ClC(Cl)Cl.ClC(Cl)Cl.BrCCBr.BrCCBr.BrCCBr.BrCCBr.BrCCBr
Electronic energy   -30391.0114 a.u.
2S+1   1
HOMO level   -10.00 eV

Cartesian coordinates (Å):
Cl 16.0710 -19.6905 12.3352
C 17.4148 -19.4000 13.4394
Cl 18.9343 -19.2883 12.5635
Cl 17.4904 -20.6183 14.6827
H 17.2449 -18.4506 13.9286
Cl 14.6043 -12.5745 12.7713
C 15.9955 -12.0128 11.8842
Cl 16.3124 -13.0719 10.4713
Cl 17.4411 -11.9459 12.9191
H 15.8375 -11.0206 11.4889
Cl 11.9849 -17.3094 15.5607
C 13.3014 -18.1213 14.7106
Cl 13.4627 -19.7809 15.2856
Cl 14.8255 -17.2410 14.9173
H 13.0774 -18.0942 13.6529
Br 14.1791 -18.5393 6.7312
C 15.4412 -19.9679 7.0010
C 15.0445 -21.1641 6.1608
Br 16.5519 -22.3971 6.1072
H 15.5253 -20.2221 8.0518
H 16.4070 -19.6100 6.6538
H 14.7916 -20.9217 5.1382
H 14.2578 -21.7308 6.6486
Br 18.9304 -15.8457 16.0448
C 20.5449 -15.3785 15.0518
C 20.2656 -14.3329 14.0234
Br 19.1679 -15.0174 12.5759
H 20.9817 -16.3038 14.6970
H 21.1594 -14.9743 15.8546
H 21.1835 -13.9433 13.5929
H 19.6835 -13.5274 14.4598
Br 16.4609 -15.3709 1.8333
C 16.8488 -15.3630 3.7332
C 16.1942 -16.5373 4.4316
Br 17.1135 -18.1758 4.0463
H 16.4697 -14.4289 4.1390
H 17.9299 -15.3889 3.8284
H 15.1667 -16.6341 4.0939
H 16.1883 -16.4066 5.5101
Br 21.7852 -17.1729 3.8285
C 20.7828 -17.5214 5.4514
C 20.3365 -16.2615 6.1072
Br 21.7926 -15.3562 7.0202
H 21.3932 -18.1470 6.0925
H 19.9129 -18.0961 5.1347
H 19.6026 -16.4575 6.8856
H 19.8866 -15.5660 5.4043
Br 17.2340 -17.0240 8.0886
C 16.5203 -16.9999 9.8976
C 15.1723 -16.3249 9.8618
Br 14.4422 -16.2449 11.6570
H 17.2303 -16.4634 10.5129
H 16.4595 -18.0304 10.2208
H 14.4551 -16.9175 9.3021
H 15.2085 -15.3386 9.4150

(8)
The following is a DFT calculation (ωB97M-V with the def2-TZVPD basis set) of 3 unconnected molecules or ions with the total composition C6H13NO in a non-equilibrium geometry.

## Properties
Electronic energy   -366.0499 a.u.
2S+1   1
HOMO level   -7.27 eV

Cartesian coordinates (Å):
C 0.8030 0.1946 -1.3685
C -0.5298 -0.5023 -1.5929
C -1.2141 -0.6917 -0.2443
C -1.2680 -1.9014 0.3229
C -1.5691 1.7067 -0.3113
C -1.5781 0.5763 0.3848
N 1.6978 -0.6441 -0.6139
H 1.2694 0.4955 -2.3008
H 0.5320 1.0301 -0.6805
H -0.3055 -1.5365 -1.8699
H -1.2041 0.0815 -2.2359
H -1.2107 -2.8136 -0.2499
H -1.4538 -1.9894 1.3896
H -1.1234 2.6289 0.0667
H 0.7256 1.5831 2.3122
H -2.1792 0.5386 1.2985
H 1.5438 -0.3916 0.3962
H 2.6622 -0.4416 -0.8541
H 0.2357 2.0441 1.9853
H 1.8208 -0.2003 2.4336
O 2.3456 0.2331 1.7321

(9)
The following is a DFT calculation (ωB97M-V with the def2-TZVPD basis set) of C20H22N4O3 in the gas phase.

## Properties
SMILES   CCCCCCn1c(=O)c(C(=O)Nc2cnccn2)c(O)c2ccccc21
Electronic energy   -1220.1624 a.u.
2S+1   1
HOMO level   -8.80 eV

Cartesian coordinates (Å):
C -5.6287 -3.9610 -1.1971
C -4.8654 -3.2930 -0.0602
C -3.8397 -2.2882 -0.5795
C -3.0692 -1.6176 0.5550
C -2.0446 -0.6157 0.0305
C -1.2707 0.0367 1.1769
N -0.3148 1.0221 0.6938
C 0.9826 0.5699 0.5213
O 1.2314 -0.6104 0.7712
C 1.9695 1.5265 0.0668
C 3.3860 1.1498 -0.1203
O 4.2214 1.9810 -0.4995
N 3.7048 -0.1366 0.1442
C 4.9358 -0.7526 0.0586
C 6.1313 -0.1333 -0.3367
N 7.2614 -0.8094 -0.3863
C 7.2360 -2.0931 -0.0519
C 6.0559 -2.7083 0.3386
N 4.9155 -2.0425 0.3932
C 1.6033 2.8362 -0.2065
O 2.4551 3.7526 -0.6172
C 0.2315 3.2406 -0.0513
C -0.1571 4.5533 -0.3473
C -1.4658 4.9428 -0.2102
C -2.4090 4.0152 0.2246
C -2.0486 2.7203 0.5212
C -0.7163 2.3001 0.3962
H -6.3527 -4.6722 -0.8066
H -4.9445 -4.4935 -1.8540
H -6.1610 -3.2186 -1.7880
H -4.3542 -4.0557 0.5311
H -5.5706 -2.7813 0.5990
H -3.1357 -2.8007 -1.2385
H -4.3509 -1.5251 -1.1715
H -2.5563 -2.3805 1.1442
H -3.7733 -1.1064 1.2167
H -1.3326 -1.1272 -0.6198
H -2.5480 0.1507 -0.5637
H -1.9438 0.5087 1.8945
H -0.6928 -0.7307 1.6971
H 2.9260 -0.7367 0.4550
H 6.1718 0.9088 -0.6121
H 8.1766 -2.6222 -0.1017
H 6.0102 -3.7528 0.6152
H 3.3587 3.3079 -0.6770
H 0.6018 5.2410 -0.6850
H -1.7642 5.9538 -0.4385
H -3.4421 4.3112 0.3297
H -2.8138 2.0363 0.8460